24
Properties=species:S:1:pos:R:3:forces:R:3 method="wB97M-V/def2-TZVPD" e_tot_ev=-16698.318 gap_ev=9.05 lumo_ha=0.0280 de_lowest_ev=2.336 multiplicity=1
C -3.456 0.190 -0.523 -0.8 -0.8 -0.1
C -3.130 -1.170 -0.299 2.1 2.3 -0.4
C -2.619 1.248 -0.152 1.1 -3.3 -0.9
C -1.808 -1.506 0.078 -0.6 -0.5 0.3
C -1.331 0.870 0.161 1.8 -0.1 1.6
C -0.912 -0.497 0.342 -1.3 0.8 -0.1
C -0.130 1.766 0.392 0.2 -0.5 -0.4
C 0.926 0.966 0.704 1.0 -0.3 1.6
C 2.526 0.908 0.795 -2.3 1.4 0.7
C 1.640 -1.225 0.129 -1.2 -0.4 -1.5
C 2.780 -0.266 -0.099 1.2 -0.6 -0.4
C 0.499 -0.511 0.764 -1.4 3.1 -3.4
O 1.159 -1.464 1.426 1.7 -1.2 2.4
O 2.816 0.273 -1.411 -0.5 -0.3 -1.0
H -4.342 0.434 -1.127 0.1 -0.2 0.7
H -3.716 -1.952 -0.651 -1.4 -1.0 -0.4
H -2.830 2.211 -0.436 -0.6 2.2 -0.3
H -1.521 -2.572 0.104 -0.1 0.7 0.2
H -0.210 2.861 0.132 0.5 -1.4 0.5
H 2.950 1.867 0.514 0.3 -0.2 -0.6
H 2.920 0.745 1.799 -0.5 -0.3 0.2
H 1.453 -2.041 -0.578 0.2 0.3 0.2
H 3.719 -0.789 0.081 0.3 0.2 0.2
H 2.618 -0.344 -2.145 0.1 0.1 1.0